# 1
84
Properties=species:S:1:pos:R:3:mulliken_charge:R:1 method="wB97M-V/def2-TZVPD" spin_multiplicity=1 homo_ev=-12.00 lumo_ev=-3.17 homo_lumo_gap_ev=8.8 max_force_ev_per_a=4.99 total_charge=+1
C -3.83393 -1.67909 -2.44043 -1.249
C -3.46413 -2.35434 -1.11307 -0.474
C -2.91992 -1.33072 -0.13442 -0.054
O -1.70322 -0.72227 -0.60862 -0.213
C -0.52828 -0.91918 0.05954 0.553
C -0.33774 -2.46018 0.47069 -2.078
I 1.59127 -3.39526 -0.04801 0.163
C -0.83488 -3.02455 1.82494 -0.220
C 0.21317 -3.48177 2.85130 -1.541
I -1.86526 -4.91322 1.33558 0.166
O 0.33628 -0.93600 -1.09408 -0.338
C 1.22929 0.14388 -1.29877 -1.464
Br 0.16846 1.30147 -2.54252 -0.029
O 2.33672 -0.29978 -1.86435 0.334
C 2.24206 -0.99919 -3.13187 -0.943
C 2.95886 -0.28270 -4.29741 0.656
C 3.65871 1.00021 -3.81528 -1.884
C 2.11587 -0.01793 -5.58009 0.540
C 1.84152 1.46325 -5.92898 -1.450
C 0.78094 -0.76296 -5.69484 -1.711
C 1.38714 0.61423 0.18497 0.537
P 2.97002 -0.16515 1.09373 0.110
S 4.63258 -0.33205 0.17251 -0.236
S 2.06681 2.35677 -0.03447 1.274
O 1.13862 3.34957 -0.49716 -0.619
O 3.12506 2.27939 -0.99037 -0.429
C 2.93589 3.11891 1.46439 0.575
F 4.22047 2.75924 1.46243 -0.176
F 2.39227 2.83528 2.66353 -0.151
F 2.86705 4.43439 1.24963 -0.174
N 0.04460 0.32339 0.86973 1.592
C 0.23716 -0.07761 2.31396 -1.823
C -1.01007 -0.31739 3.15555 -0.749
C -1.41661 0.73483 4.20714 0.174
C -2.13301 0.04911 5.38026 -1.221
S -3.87026 -0.15760 5.04315 1.089
O -4.53904 -0.43403 6.26312 -0.554
O -4.02293 -1.09508 3.97862 -0.487
Cl -4.52755 1.66949 4.39238 -0.179
C -0.79725 1.61922 0.85549 0.031
Cl -2.58028 1.38962 1.00861 -0.135
C -0.41120 2.72402 1.84888 -0.527
C -1.50676 3.75019 2.21329 -1.800
H -4.37427 -2.39489 -3.05373 0.426
H -4.46645 -0.81420 -2.25901 0.332
H -2.93643 -1.38028 -2.97784 0.218
H -2.80047 -3.20295 -1.27341 0.286
H -4.38885 -2.75402 -0.69746 0.396
H -2.91472 -1.67237 0.89872 -0.255
H -3.67825 -0.55057 -0.14099 0.606
H -0.86334 -2.98307 -0.31041 1.308
H -1.65464 -2.49539 2.28269 0.513
H -0.27047 -3.55295 3.82441 0.437
H 1.09747 -2.84347 2.88722 0.326
H 0.57399 -4.47618 2.62320 0.681
H 2.81275 -1.90694 -2.94489 0.295
H 1.24828 -1.36784 -3.36409 0.423
H 3.79736 -0.90903 -4.59326 0.444
H 4.27254 1.39074 -4.62254 0.521
H 2.95570 1.75284 -3.47952 0.285
H 4.33538 0.77113 -2.99495 0.453
H 2.70960 -0.35713 -6.42947 0.253
H 1.06914 1.49031 -6.69289 0.441
H 1.47778 2.03452 -5.07707 0.232
H 2.74726 1.95356 -6.27151 0.354
H -0.02729 -0.29610 -5.13374 0.252
H 0.84535 -1.81795 -5.42288 0.409
H 0.48516 -0.74188 -6.74183 0.525
H 3.11047 0.58065 2.28351 0.129
H 2.59910 -1.43060 1.57313 0.142
H 0.90180 0.60838 2.83126 1.463
H 0.77978 -1.01427 2.36067 0.296
H -0.85189 -1.22426 3.73891 0.819
H -1.87326 -0.59720 2.55683 -0.405
H -0.51805 1.20921 4.59875 0.413
H -2.09186 1.45822 3.76446 -0.548
H -2.03051 0.68930 6.25322 0.424
H -1.70257 -0.91601 5.63142 0.498
H -0.75670 2.00621 -0.15574 1.326
H -0.00043 2.42100 2.80729 0.153
H 0.34014 3.40079 1.46593 0.110
H -1.98336 4.18597 1.34262 0.407
H -0.97245 4.57893 2.68273 0.507
H -2.19129 3.40937 2.98158 0.218

***

# 2
78
Properties=species:S:1:pos:R:3:mulliken_charge:R:1 method="wB97M-V/def2-TZVPD" spin_multiplicity=1 homo_ev=-11.90 lumo_ev=-2.75 homo_lumo_gap_ev=9.1 max_force_ev_per_a=7.65 total_charge=+1
C -4.86992 -4.24690 -0.74329 -0.882
C -3.59446 -3.32190 -0.47190 -0.060
N -2.44785 -4.05113 0.21681 -0.756
N -1.84661 -3.05874 1.01459 0.387
C -1.98180 -2.82188 2.41738 -0.135
N -1.13814 -1.67409 2.58168 -0.526
C -0.57106 -1.28556 1.30628 0.135
N 0.23765 -0.21681 1.15564 0.431
C 0.56778 0.53689 2.39897 -0.515
C 1.33267 1.91820 2.17011 0.328
C 0.25150 3.08667 2.46069 -1.193
Cl 2.60867 2.09949 3.48058 -0.195
O 0.71099 0.02931 -0.08830 -0.422
C -0.01717 1.09342 -0.76394 0.400
C -1.21882 0.61308 -1.69842 -0.288
O -2.37518 1.42901 -1.33313 -0.373
C -3.60224 0.66873 -1.41734 0.256
C -4.69154 1.49986 -0.56487 -1.059
N -1.03170 -2.22499 0.33326 -0.152
H -5.70627 -3.86447 -0.06976 0.121
H -5.20461 -4.03362 -1.81811 0.252
H -4.61807 -5.33731 -0.56540 0.383
H -3.21333 -2.77106 -1.39684 0.197
H -3.92302 -2.49353 0.25527 0.266
H -2.83814 -4.72112 0.89577 0.320
H -2.58640 -3.42007 3.17067 0.547
H -0.39804 0.76309 2.96272 0.380
H 1.15547 -0.18479 3.07061 0.121
H 1.71689 2.08798 1.11953 0.258
H -0.21066 2.95041 3.50373 0.402
H 0.71362 4.11978 2.45672 0.369
H -0.61766 3.06427 1.73108 0.223
H -0.41391 1.87402 -0.04597 -0.098
H 0.73587 1.63594 -1.43300 0.158
H -0.98838 0.86120 -2.79269 0.348
H -1.50865 -0.47829 -1.59204 -0.123
H -3.90274 0.64486 -2.52032 0.332
H -3.55405 -0.36863 -0.95595 -0.190
H -4.86502 2.49174 -1.11175 0.286
H -4.19859 1.76933 0.42444 0.305
H -5.66121 0.92947 -0.41630 0.245
H -0.79990 -2.26503 -0.66134 0.426
C 3.83916 4.04776 -1.84608 -0.934
C 2.38903 3.94013 -1.49328 0.420
N 1.25213 3.85867 -1.21784 -0.488
H 4.41547 3.32317 -1.26958 0.333
H 3.97718 3.84901 -2.90916 0.276
H 4.20069 5.04793 -1.62184 0.481
C 7.58771 4.76760 -4.12537 -0.844
C 6.74407 5.24031 -2.98259 0.374
N 6.08596 5.61127 -2.08757 -0.531
H 8.46212 5.40973 -4.22925 0.358
H 7.91664 3.74584 -3.94547 0.317
H 7.01127 4.79909 -5.04956 0.256
C -0.68937 -4.94253 5.87859 -0.551
C -2.01053 -4.48971 5.34893 0.471
N -3.04558 -4.13038 4.93162 -0.604
H 0.11584 -4.42414 5.35756 0.039
H -0.62258 -4.72345 6.94494 0.302
H -0.57770 -6.01695 5.72774 0.302
C 7.46736 2.19391 -7.49567 -0.809
C 8.43545 2.90196 -6.60315 0.437
N 9.19332 3.45687 -5.90482 -0.451
H 6.88332 2.92185 -8.06009 0.274
H 8.00770 1.55250 -8.19271 0.317
H 6.79193 1.58109 -6.89735 0.266
C -7.76965 -2.02622 -1.04466 -0.815
C -7.08804 -1.23760 -2.11719 0.403
N -6.55437 -0.62009 -2.95655 -0.414
H -7.10917 -2.12647 -0.18292 0.184
H -8.68513 -1.52064 -0.73526 0.350
H -8.02181 -3.01967 -1.41794 0.331
C 2.75412 -1.56743 5.60440 -0.724
C 2.57715 -3.05202 5.57384 0.412
N 2.44001 -4.21488 5.55111 -0.475
H 3.28129 -1.27607 6.51351 0.364
H 3.33288 -1.24533 4.73767 0.235
H 1.77938 -1.07777 5.58479 0.235

***

# 3
71
Properties=species:S:1:pos:R:3:mulliken_charge:R:1 method="wB97M-V/def2-TZVPD" spin_multiplicity=5 s_squared=6.058 homo_ev="-16.17 / -16.17" lumo_ev="-10.25 / -12.98" homo_lumo_gap_ev="5.9 / 3.2" max_force_ev_per_a=5.38 total_charge=+3
Co -1.05843 0.62740 -0.97591 0.221
P -1.20275 -0.03643 1.39577 1.155
P -0.71734 -1.58316 -1.43274 0.859
P -2.76390 1.62117 -1.56510 1.068
H 2.75246 -0.89903 1.03471 -0.444
C 3.28448 -0.06158 0.49403 -0.040
C 3.08951 1.23093 0.85681 -0.644
H 2.75703 1.47453 1.86582 0.319
C 0.22407 -0.17096 2.56801 -0.574
C -2.30269 -1.47282 1.98124 -1.252
C -2.07825 1.36478 2.22128 -1.440
C 0.21401 -1.79747 -3.04669 -1.231
C 0.08515 -2.53937 -0.12283 -0.880
C -2.39637 -2.25769 -1.70677 -1.252
C -2.97827 3.42441 -1.31481 -1.284
C -4.16294 0.81993 -0.71418 -1.258
C -3.19075 1.41881 -3.31750 -1.337
H 3.89150 -0.35503 -0.33193 0.430
H 3.23668 2.08182 0.19292 0.540
H 1.14346 0.22678 2.11052 -0.459
H 0.40113 -1.20621 2.88417 0.207
H -0.01069 0.40756 3.47912 0.655
H -1.77328 -2.44333 2.07274 0.389
H -3.14569 -1.56984 1.26952 0.318
H -2.74586 -1.26763 2.97676 0.487
H -1.55141 2.29876 1.97682 0.511
H -2.01421 1.20739 3.30880 0.566
H -3.13037 1.45327 1.91738 0.314
H 0.24965 -2.85704 -3.33810 0.499
H 1.23798 -1.40623 -2.92463 0.491
H -0.27333 -1.22484 -3.85699 0.349
H 0.63492 -3.35632 -0.59673 0.643
H -0.67776 -2.92150 0.56833 0.193
H 0.81027 -1.96268 0.46000 -0.039
H -2.35074 -3.25210 -2.15682 0.531
H -2.92685 -1.56257 -2.37293 0.338
H -2.94549 -2.34297 -0.76502 0.258
H -2.94380 4.00495 -2.24952 0.427
H -2.16679 3.77002 -0.67301 0.340
H -3.90121 3.68821 -0.79496 0.425
H -5.14465 1.18510 -1.04241 0.494
H -4.09382 0.94557 0.36842 0.133
H -4.10768 -0.25776 -0.91950 0.367
H -3.54481 2.35122 -3.77186 0.441
H -3.94186 0.64771 -3.53758 0.392
H -2.26419 1.12084 -3.81115 0.397
C 1.12949 2.24369 -2.56540 0.590
C 1.12088 2.41303 -3.95744 -0.470
C 1.23362 3.67728 -4.50824 -0.541
C 1.41072 4.81533 -3.71102 -0.427
C 1.58772 4.62843 -2.34028 -0.769
C 1.51934 3.35437 -1.77812 -0.383
S 0.79026 0.85969 -1.74029 -0.190
H -0.84583 1.51014 0.16866 0.179
H 1.01876 1.57521 -4.61375 0.546
H 1.12966 3.86437 -5.57958 0.433
H 1.40844 5.84458 -4.12668 0.452
H 1.68455 5.51955 -1.71605 0.432
H 1.59433 3.26117 -0.70116 0.472
N 5.09850 -4.81784 6.66915 -0.327
C 4.41252 -4.23955 5.91182 -0.187
C 3.65080 -3.64039 4.83295 0.754
C 4.28710 -2.75312 3.92948 -0.675
C 3.56500 -2.38714 2.77981 -0.031
N 2.34724 -2.87468 2.48689 -0.196
C 1.80269 -3.81246 3.28986 -0.127
C 2.41141 -4.21900 4.49024 -0.578
H 5.32756 -2.41446 4.04314 0.417
H 4.01824 -1.66682 2.09459 0.260
H 0.85812 -4.25767 2.93912 0.352
H 1.93279 -5.05031 5.03881 0.393